1.
The following is a quantum chemistry calculation of a cluster of 2 separate species, C2H10NO in total in a non-equilibrium geometry, from the OMol25 dataset.

Geometry (Å):
O1 0.24 -0.68 -2.68
N1 0.30 0.68 -0.31
C1 -0.60 0.63 0.93
C2 -0.19 -0.46 1.84
H1 -0.43 -1.48 1.45
H2 1.26 0.35 -0.15
H3 -1.58 0.45 0.44
H4 0.00 -1.57 -3.04
H5 0.89 -0.44 2.14
H6 -0.66 -0.25 2.81
H7 -0.14 0.11 -1.07
H8 0.41 1.65 -0.63
H9 -0.62 1.62 1.42
H10 1.11 -0.62 -3.14

Calculated values
F_max ... 0.0364 hartree/bohr
Energy above the lowest of the compared OMol25 structures with the same formula, charge and spin ... 169.8 kJ/mol
E_tot ... -211.3233 a.u.
Charge ... +2
E_HOMO (alpha / beta) ... -22.77 / -20.78 eV
Multiplicity ... 2
Kohn-Sham gap (alpha / beta) ... 14.67 / 3.54 eV

=====

2.
The following is a quantum chemistry calculation of a structure of composition C26H23N4ORu, from the OMol25 dataset.

Geometry (Å):
Ru1 -0.36 0.18 -0.12
O1 0.83 -1.01 1.33
N1 1.28 0.26 -1.26
N2 -2.17 0.21 0.97
N3 0.62 1.77 0.81
N4 -0.95 -1.11 -1.65
C1 -1.83 -2.02 1.86
C2 0.27 2.50 1.87
C3 2.35 -2.01 -4.01
C4 0.33 -1.06 2.71
C5 -0.02 -2.31 -3.52
C6 -2.12 -1.69 -1.89
C7 4.13 2.64 -1.25
C8 -2.56 -0.71 1.87
C9 0.10 -1.39 -2.47
C10 2.46 -1.07 -3.00
C11 3.85 3.29 -0.06
C12 1.14 -2.60 -4.29
C13 -1.27 -2.91 -3.75
C14 1.81 2.02 0.21
C15 -2.87 1.36 0.86
C16 3.28 1.65 -1.72
C17 2.29 3.77 1.81
C18 -3.61 -0.45 2.74
C19 2.67 3.03 0.67
C20 1.09 3.50 2.40
C21 1.34 -0.69 -2.24
C22 -3.94 1.66 1.67
C23 -4.30 0.75 2.66
C24 -0.74 -2.11 2.92
C25 -2.33 -2.59 -2.94
C26 2.15 1.26 -0.97
H1 -2.93 -1.44 -1.21
H2 -5.12 0.96 3.33
H3 -2.55 -2.83 2.00
H4 -1.39 -3.62 -4.56
H5 -3.89 -1.20 3.47
H6 -0.70 2.29 2.30
H7 5.01 2.91 -1.82
H8 3.44 -0.68 -2.77
H9 1.18 -1.88 1.11
H10 -1.38 -2.16 0.88
H11 2.94 4.55 2.18
H12 4.53 4.06 0.30
H13 3.23 -2.28 -4.58
H14 3.48 1.24 -2.70
H15 -3.31 -3.02 -3.09
H16 -0.30 -3.11 2.88
H17 1.06 -3.34 -5.08
H18 -4.48 2.59 1.54
H19 -2.55 2.05 0.09
H20 1.18 -1.24 3.37
H21 -0.03 -0.05 2.91
H22 -1.14 -1.98 3.93
H23 0.75 4.05 3.27

Calculated values
F_max ... 0.0157 hartree/bohr
Energy above the lowest of the compared OMol25 structures with the same formula, charge and spin ... 30.0 kJ/mol
E_tot ... -1392.7892 a.u.
Charge ... +3
E_HOMO (alpha / beta) ... -17.70 / -17.64 eV
Kohn-Sham gap (alpha / beta) ... 5.48 / 5.41 eV

=====

Question: Among the records above, which one has the highest F_max?
Answer: C2H10NO

=====

Question: The lowest E_tot belongs to which entry?
Answer: C26H23N4ORu